Record 1
{"formula": "C2H10NS2", "method": "wB97M-V/def2-TZVPD", "symbols": ["N", "H", "H", "H", "H", "C", "C", "S", "S", "H", "H", "H", "H", "H", "H"], "positions_angstrom": [[-2.143, 2.293, -0.677], [-3.117, 2.376, -0.371], [-1.603, 1.736, 0.031], [-2.058, 1.837, -1.588], [-1.730, 3.226, -0.789], [1.592, -1.623, -1.947], [0.734, -0.585, -1.205], [0.654, -1.040, 0.515], [-0.422, 0.442, 1.485], [1.180, -2.625, -1.855], [2.603, -1.618, -1.542], [1.662, -1.318, -2.989], [-0.271, -0.581, -1.644], [1.152, 0.426, -1.277], [0.475, 1.455, 1.527]], "lowdin_charge": [0.306, 0.170, 0.016, 0.156, 0.169, -0.115, -0.539, 0.875, 0.544, 0.095, 0.093, 0.105, 0.103, 0.104, -0.082], "molar_mass_g_mol": 112.2, "e_tot_ev": -25377.61373, "multiplicity": 2, "de_lowest_kcal_mol": 26.2, "fmax_ha_per_bohr": 0.01613, "lumo_energy_ha": [-0.3256, -0.4616], "charge": 2, "homo_lumo_gap_ev": [10.70, 6.96], "e_homo_ev": [-19.559, -19.524]}



Record 2
{"formula": "C3H10N3", "method": "wB97M-V/def2-TZVPD", "symbols": ["C", "N", "C", "C", "N", "N", "H", "H", "H", "H", "H", "H", "H", "H", "H", "H"], "positions_angstrom": [[-1.464, 1.030, 0.059], [-0.411, 0.187, -0.444], [0.439, 0.785, -1.488], [0.440, -0.675, 0.610], [0.096, -0.885, 1.850], [1.327, -1.418, 0.047], [-2.294, 0.944, -0.621], [-1.703, 0.911, 1.070], [-1.011, 1.983, 0.068], [-0.282, 1.228, -2.183], [1.048, 1.724, -1.266], [0.959, -0.008, -1.893], [-0.740, -0.708, 2.276], [0.606, -1.620, 2.432], [1.466, -2.407, 0.371], [1.524, -1.073, -0.888]], "lowdin_charge": [-0.054, -0.128, -0.056, -0.298, 0.227, 0.198, 0.109, 0.068, 0.082, 0.109, 0.133, 0.043, 0.090, 0.187, 0.184, 0.104], "molar_mass_g_mol": 88.1, "e_tot_ev": -7735.63834, "de_lowest_kcal_mol": 60.6, "fmax_ha_per_bohr": 0.11374, "lumo_energy_ha": -0.1337, "charge": 1, "homo_lumo_gap_ev": 10.26, "e_homo_ev": -13.895}



Record 3
{"formula": "C40H36BaN2O7PSbTe", "method": "wB97M-V/def2-TZVPD", "symbols": ["Ba", "O", "C", "O", "C", "C", "C", "C", "C", "N", "C", "O", "O", "H", "H", "H", "C", "C", "C", "C", "N", "C", "C", "C", "C", "C", "C", "C", "H", "H", "H", "H", "H", "H", "H", "H", "C", "C", "C", "C", "C", "C", "Sb", "C", "C", "C", "C", "C", "C", "C", "C", "C", "C", "C", "C", "H", "H", "H", "H", "H", "H", "H", "H", "H", "H", "H", "H", "H", "H", "H", "C", "C", "O", "P", "O", "Te", "O", "C", "C", "H", "H", "H", "H", "H", "H", "H", "H", "H", "H"], "positions_angstrom": [[0.284, -0.541, 0.305], [3.699, -0.583, -1.919], [2.505, -0.679, -1.621], [1.727, 0.255, -1.302], [1.894, -2.090, -1.610], [2.708, -3.210, -1.495], [2.118, -4.459, -1.488], [0.750, -4.547, -1.640], [0.005, -3.373, -1.742], [0.581, -2.185, -1.712], [-1.529, -3.397, -1.874], [-2.032, -4.392, -2.412], [-2.097, -2.407, -1.363], [3.776, -3.071, -1.412], [2.722, -5.351, -1.367], [0.229, -5.492, -1.669], [-2.860, -2.734, 3.014], [-2.757, -2.070, 4.222], [-2.290, -0.771, 4.222], [-1.917, -0.163, 3.017], [-2.018, -0.825, 1.863], [-2.472, -2.070, 1.856], [-1.383, 1.210, 3.009], [-2.032, 2.139, 3.825], [-1.554, 3.429, 3.929], [-0.423, 3.774, 3.217], [0.197, 2.841, 2.401], [-0.236, 1.520, 2.245], [-3.191, -3.761, 2.968], [-3.005, -2.567, 5.151], [-2.172, -0.230, 5.151], [-2.531, -2.537, 0.881], [-2.925, 1.854, 4.370], [-2.062, 4.154, 4.552], [-0.033, 4.783, 3.282], [1.067, 3.175, 1.842], [-4.699, 2.919, -4.873], [-3.558, 2.519, -5.541], [-2.536, 1.893, -4.853], [-2.621, 1.662, -3.496], [-3.786, 2.031, -2.845], [-4.813, 2.665, -3.518], [-1.057, 0.673, -2.363], [0.276, 0.677, -4.015], [0.606, -0.545, -4.565], [1.454, -0.624, -5.653], [1.983, 0.532, -6.201], [1.647, 1.761, -5.662], [0.792, 1.829, -4.576], [-0.511, 2.579, -1.493], [-1.492, 3.241, -0.777], [-1.268, 4.500, -0.257], [-0.038, 5.110, -0.434], [0.967, 4.434, -1.103], [0.731, 3.173, -1.620], [-5.500, 3.415, -5.408], [-3.462, 2.692, -6.606], [-1.654, 1.581, -5.395], [-3.913, 1.806, -1.793], [-5.712, 2.951, -2.985], [0.203, -1.453, -4.136], [1.710, -1.593, -6.066], [2.661, 0.476, -7.045], [2.053, 2.674, -6.087], [0.517, 2.796, -4.172], [-2.448, 2.764, -0.591], [-2.045, 4.988, 0.319], [0.148, 6.093, -0.019], [1.950, 4.880, -1.210], [1.534, 2.631, -2.100], [1.249, 0.466, 5.524], [1.878, -0.369, 4.420], [1.416, -1.708, 4.517], [1.542, -2.700, 3.229], [1.067, -1.992, 1.995], [0.585, -4.772, 3.806], [3.186, -2.817, 3.104], [3.861, -4.023, 2.832], [4.575, -4.543, 4.076], [1.601, 1.492, 5.451], [1.493, 0.072, 6.509], [0.169, 0.476, 5.398], [2.974, -0.373, 4.512], [1.591, 0.026, 3.432], [4.576, -3.808, 2.027], [3.138, -4.775, 2.475], [5.272, -3.795, 4.452], [5.127, -5.453, 3.847], [3.839, -4.764, 4.843]], "lowdin_charge": [1.905, 0.018, -0.686, -0.391, -0.273, -0.004, -0.053, 0.007, -0.188, -0.038, -0.685, -0.034, -0.114, 0.113, 0.102, 0.113, -0.085, -0.082, -0.031, -0.273, -0.003, -0.138, -0.267, -0.085, -0.135, -0.143, -0.185, -0.195, 0.095, 0.100, 0.101, 0.091, 0.095, 0.080, 0.082, 0.073, -0.119, -0.106, -0.125, -0.345, -0.145, -0.103, 1.542, -0.388, -0.126, -0.085, -0.105, -0.094, -0.140, -0.368, -0.140, -0.099, -0.112, -0.095, -0.138, 0.089, 0.094, 0.084, 0.090, 0.095, 0.093, 0.100, 0.091, 0.096, 0.097, 0.085, 0.101, 0.093, 0.097, 0.090, -0.064, -0.298, -0.314, 0.100, -0.670, 0.294, -0.299, -0.372, -0.095, 0.074, 0.068, 0.056, 0.114, 0.082, 0.112, 0.039, 0.067, 0.064, 0.046], "molar_mass_g_mol": 1074.4, "e_tot_ev": -83196.31275, "de_lowest_kcal_mol": 41.6, "fmax_ha_per_bohr": 0.06448, "lumo_energy_ha": 0.1442, "charge": -2, "homo_lumo_gap_ev": 6.25, "e_homo_ev": -2.327}



Record 4
{"formula": "C33H40F4N6ORbS3Si2", "method": "wB97M-V/def2-TZVPD", "symbols": ["Rb", "C", "C", "S", "C", "C", "S", "C", "C", "S", "H", "H", "H", "H", "H", "H", "H", "H", "H", "H", "H", "H", "C", "Si", "C", "C", "C", "C", "C", "C", "C", "C", "N", "Si", "C", "C", "C", "H", "H", "H", "H", "H", "H", "H", "H", "H", "H", "H", "H", "H", "H", "H", "H", "H", "H", "H", "H", "H", "H", "N", "C", "O", "C", "C", "H", "H", "H", "H", "H", "H", "F", "C", "C", "F", "C", "C", "C", "F", "C", "C", "C", "N", "C", "N", "F", "C", "C", "N", "C", "N"], "positions_angstrom": [[-0.156, 0.047, 0.319], [4.011, -4.254, 1.023], [2.535, -4.632, 0.968], [1.331, -3.288, 1.065], [1.785, -2.437, 2.596], [2.898, -1.374, 2.519], [2.990, -0.529, 0.915], [4.760, -0.504, 0.589], [5.459, -1.868, 0.555], [4.599, -3.196, -0.340], [4.600, -5.172, 1.002], [4.231, -3.751, 1.963], [2.331, -5.334, 1.781], [2.303, -5.141, 0.031], [2.036, -3.187, 3.349], [0.855, -1.964, 2.916], [3.876, -1.812, 2.712], [2.715, -0.624, 3.288], [5.264, 0.143, 1.310], [4.833, -0.022, -0.386], [5.659, -2.230, 1.563], [6.430, -1.745, 0.075], [-0.249, -4.206, -1.778], [-1.867, -3.264, -1.651], [-3.191, -4.303, -2.501], [-2.381, -3.070, 0.137], [-1.818, -1.642, -2.572], [-2.909, -0.719, -2.233], [-3.949, -0.419, -3.129], [-4.966, 0.425, -2.731], [-4.936, 0.971, -1.453], [-3.872, 0.637, -0.634], [-2.888, -0.182, -1.004], [-0.779, -1.281, -4.073], [1.033, -1.649, -3.749], [-1.294, -2.315, -5.562], [-0.939, 0.533, -4.527], [-0.293, -5.087, -1.133], [0.605, -3.601, -1.469], [-0.073, -4.549, -2.800], [-3.256, -5.297, -2.050], [-2.972, -4.426, -3.564], [-4.171, -3.829, -2.413], [-2.499, -4.057, 0.592], [-3.336, -2.546, 0.209], [-1.659, -2.521, 0.742], [-3.945, -0.865, -4.115], [-5.780, 0.656, -3.408], [-5.714, 1.634, -1.101], [-3.801, 1.040, 0.373], [1.225, -2.719, -3.674], [1.387, -1.179, -2.830], [1.633, -1.261, -4.577], [-1.320, -3.379, -5.320], [-0.571, -2.171, -6.370], [-2.279, -2.033, -5.940], [-0.339, 1.136, -3.846], [-1.973, 0.877, -4.450], [-0.599, 0.719, -5.548], [0.457, 3.863, -2.649], [0.029, 3.071, -1.645], [0.412, 1.914, -1.535], [-0.965, 3.686, -0.678], [-0.548, 3.486, 0.738], [1.159, 3.506, -3.276], [0.230, 4.840, -2.682], [-1.938, 3.222, -0.872], [-1.080, 4.757, -0.894], [-1.287, 3.548, 1.525], [0.486, 3.655, 1.004], [1.086, 1.552, 3.071], [0.599, 2.679, 3.655], [1.285, 3.843, 3.394], [2.371, 3.732, 2.598], [0.887, 5.102, 3.866], [-0.257, 5.025, 4.682], [-0.940, 3.856, 4.939], [-2.051, 3.948, 5.692], [-0.565, 2.609, 4.423], [-1.320, 1.381, 4.617], [-1.136, 0.290, 3.766], [-0.996, -0.603, 3.034], [-2.318, 1.214, 5.604], [-3.120, 1.027, 6.415], [-0.763, 6.151, 5.215], [1.550, 6.330, 3.519], [1.205, 7.585, 4.073], [0.973, 8.639, 4.489], [2.559, 6.397, 2.530], [3.379, 6.509, 1.721]], "lowdin_charge": [0.708, -0.528, -0.531, 0.820, -0.508, -0.484, 0.765, -0.530, -0.539, 0.852, 0.069, 0.056, 0.077, 0.065, 0.086, 0.021, 0.055, 0.075, 0.084, 0.072, 0.062, 0.066, -0.197, 0.464, -0.164, -0.170, -0.191, -0.382, -0.037, -0.060, -0.058, -0.129, 0.052, 0.473, -0.159, -0.170, -0.151, 0.038, -0.015, 0.032, 0.035, 0.021, 0.032, 0.045, 0.034, -0.016, 0.113, 0.108, 0.104, 0.121, 0.021, 0.037, 0.039, 0.021, 0.033, 0.026, 0.011, 0.026, 0.037, 0.188, -0.552, -0.120, -0.169, 0.064, 0.116, 0.107, 0.114, 0.119, 0.075, 0.068, 0.030, -0.188, -0.199, 0.068, -0.082, -0.158, -0.164, 0.086, -0.087, -0.214, -0.259, 0.039, -0.272, 0.097, 0.084, -0.227, -0.283, 0.089, -0.290, 0.084], "molar_mass_g_mol": 850.6, "e_tot_ev": -105645.20518, "de_lowest_kcal_mol": 21.0, "fmax_ha_per_bohr": 0.01202, "lumo_energy_ha": [0.0509, 0.0044], "charge": -1, "homo_lumo_gap_ev": [4.52, 3.26], "e_homo_ev": [-3.139, -3.138]}



Record 5
{"formula": "C4H2MgO6", "method": "wB97M-V/def2-TZVPD", "symbols": ["O", "C", "O", "Mg", "O", "H", "O", "O", "O", "C", "C", "C", "H"], "positions_angstrom": [[3.334, 2.865, 0.775], [2.797, 1.866, 0.482], [2.566, 0.822, 0.051], [5.180, 4.053, 0.701], [-0.247, 0.359, 0.893], [0.272, -1.604, 0.797], [-1.829, -2.172, -0.916], [-2.646, -0.377, -0.491], [-2.256, -0.807, -2.713], [-0.483, -0.802, 0.661], [-1.864, -1.298, 0.256], [-2.409, -1.149, -1.585], [-2.413, -1.756, 1.091]], "lowdin_charge": [-0.033, -0.332, 0.294, 1.055, 0.087, 0.147, 0.127, 0.136, 0.203, -0.137, -0.192, -0.532, 0.178], "molar_mass_g_mol": 170.4, "e_tot_ev": -21901.19689, "multiplicity": 2, "fmax_ha_per_bohr": 0.06640, "lumo_energy_ha": [-0.1638, -0.2198], "charge": 1, "homo_lumo_gap_ev": [8.55, 7.22], "e_homo_ev": [-13.006, -13.200]}



Record 6
{"formula": "C7H13N3O5", "method": "wB97M-V/def2-TZVPD", "symbols": ["C", "N", "C", "N", "O", "C", "C", "O", "H", "H", "H", "H", "H", "H", "H", "H", "C", "C", "N", "O", "H", "H", "H", "H", "H", "O", "C", "O"], "positions_angstrom": [[1.852, -2.053, 0.045], [2.204, -0.762, -0.600], [1.705, 0.244, -0.036], [1.915, 1.479, -0.751], [1.073, 0.150, 1.181], [0.905, 1.241, 2.010], [0.140, 0.818, 3.221], [1.257, 2.390, 1.770], [1.840, -2.027, 1.187], [0.814, -2.223, -0.151], [2.460, -2.928, -0.259], [1.950, 2.262, -0.072], [2.630, 1.418, -1.411], [-0.657, 1.550, 3.341], [-0.375, -0.133, 2.956], [0.762, 0.852, 4.148], [-2.474, 0.967, -0.593], [-1.323, -0.025, -0.732], [-0.329, 0.276, -1.572], [-1.261, -1.037, -0.068], [-2.788, 0.880, 0.525], [-3.240, 0.770, -1.335], [-2.238, 1.939, -0.738], [-0.255, 1.174, -2.160], [0.519, -0.361, -1.663], [-1.890, -3.312, -2.858], [-2.409, -2.300, -2.780], [-2.787, -1.247, -2.607]], "lowdin_charge": [-0.102, 0.036, -0.489, 0.129, 0.066, -0.440, 0.029, 0.091, 0.096, 0.041, 0.077, 0.083, 0.071, 0.090, 0.105, 0.112, 0.007, -0.648, 0.131, 0.023, 0.125, 0.070, 0.024, 0.156, 0.113, 0.233, -0.442, 0.213], "molar_mass_g_mol": 219.2, "e_tot_ev": -22177.75788, "de_lowest_kcal_mol": 38.0, "fmax_ha_per_bohr": 0.09208, "lumo_energy_ha": 0.0233, "charge": 0, "homo_lumo_gap_ev": 9.82, "e_homo_ev": -9.186}



- What is the formula in the third record?
  C40H36BaN2O7PSbTe